A 17-piece molecular cluster, H35O17 overall in a non-equilibrium geometry. Source: the Open Molecules 2025 dataset; level of theory: ωB97M-V/def2-TZVPD.

Element x y z (Å)
O (-1.087, -1.256, -2.011)
H (-0.232, -0.863, -4.260)
H (-0.497, 0.649, -4.055)
O (-0.939, -0.197, -4.156)
H (-0.565, -3.784, -1.870)
H (1.420, -1.636, -0.646)
O (1.012, -1.339, 1.852)
H (1.110, -1.934, 0.915)
H (0.100, -1.584, 2.298)
O (-0.354, -0.946, 4.100)
H (-0.689, -0.993, 5.006)
H (-2.095, -2.973, 1.350)
O (2.437, -0.368, -1.760)
H (0.310, 4.805, -0.404)
O (-1.214, 1.569, -0.552)
H (-0.326, 1.972, -0.460)
H (-4.837, 2.389, 1.232)
O (4.036, -2.869, -1.299)
H (-4.597, -2.982, 0.777)
H (3.406, 3.253, 3.297)
O (-1.373, -3.352, 1.829)
H (-1.566, -1.328, -2.932)
H (-0.616, 3.155, 3.476)
O (0.301, -3.674, -2.215)
H (0.600, -2.963, -0.718)
H (0.672, -4.537, -2.156)
O (-4.220, 2.478, 0.503)
H (3.375, -2.785, -0.580)
H (-4.607, 2.646, -0.340)
O (-0.062, 4.019, -0.038)
H (-0.032, 1.539, 1.103)
H (2.774, -0.984, -1.140)
O (3.509, 3.513, 2.361)
H (1.019, -0.296, 1.771)
H (4.260, 2.897, 2.129)
O (0.775, 1.062, 1.476)
H (-0.939, -0.338, -1.811)
H (0.948, 1.670, 2.266)
O (0.290, 3.036, 3.133)
H (3.525, -2.568, -2.041)
H (-1.628, 1.931, -1.340)
O (1.209, 1.940, -3.265)
H (2.593, -0.618, -2.650)
H (1.580, 2.318, -4.044)
O (1.450, -2.520, -0.221)
H (0.371, 3.651, 2.368)
H (-0.187, -0.027, 4.035)
O (-4.804, -2.148, 0.354)
H (-4.415, -2.056, -0.528)
H (-1.482, -3.305, 2.794)
H (-0.972, 4.178, -0.432)
H (1.254, 2.554, -2.500)

The charge is +1. The value obtained for the energy above the lowest of the compared OMol25 structures with the same formula, charge and spin is 91.18 kcal per mole. The value obtained for the HOMO-LUMO gap is 10.36 eV. The HOMO energy comes out at -13.01 eV. The molar mass is 307.3 g/mol.

Atom charges from the natural (NBO) analysis, given in e for atoms 1 to 8: -1.017 0.481 0.498 -0.965 0.483 0.502 -0.898 0.514

One molecule with the formula C4H9NO2 in a non-equilibrium geometry. Source: the Open Molecules 2025 dataset; level of theory: ωB97M-V/def2-TZVPD.

Element x y z (Å)
C (-1.546, -1.102, -0.912)
C (-0.736, -0.042, -0.185)
C (-0.782, -0.241, 1.323)
O (0.668, -0.234, -0.634)
N (1.292, 1.015, -0.417)
C (2.639, 0.951, -0.211)
O (3.307, 1.885, 0.215)
H (-2.596, -1.074, -0.603)
H (-1.148, -2.103, -0.717)
H (-1.493, -0.944, -1.994)
H (-1.133, 0.944, -0.454)
H (-0.303, -1.183, 1.608)
H (-1.814, -0.242, 1.688)
H (-0.237, 0.558, 1.836)
H (0.808, 1.843, -0.088)
H (3.075, -0.031, -0.456)

Its structure (SMILES) is CC(C)ONC=O. The value obtained for the energy above the lowest of the compared OMol25 structures with the same formula, charge and spin is 67.69 kcal per mole. The value obtained for the HOMO-LUMO gap is 10.08 eV. The HOMO energy comes out at -9.20 eV. The molar mass is 103.1 g/mol.

Atom charges from the natural (NBO) analysis, given in e for atoms 1 to 8: -0.626 0.088 -0.639 -0.365 -0.363 0.506 -0.605 0.217

- The lowest molar mass belongs to which entry?
  C4H9NO2